{"formula": "C39H60Cl2N2O9P2S2", "method": "ωB97M-V/def2-TZVPD", "homo_lumo_gap_ha": 0.2856, "smiles": "COCCCCCCCCc1c(Cl)ccc2c1N(P(O)Cl)c1cc(P(O)(O)=S)c(CCCNCc3ccccc3O)cc1S2.COCCOC.COCCOC", "multiplicity": 1, "total_energy_ha": -4708.04508, "e_above_lowest_kcal_mol": 107.2, "symbols": ["C", "O", "C", "C", "C", "C", "C", "C", "C", "C", "C", "C", "Cl", "C", "C", "C", "C", "N", "P", "O", "Cl", "C", "C", "C", "P", "O", "O", "S", "C", "C", "C", "C", "N", "C", "C", "C", "C", "C", "C", "C", "O", "C", "C", "S", "H", "H", "H", "H", "H", "H", "H", "H", "H", "H", "H", "H", "H", "H", "H", "H", "H", "H", "H", "H", "H", "H", "H", "H", "H", "H", "H", "H", "H", "H", "H", "H", "H", "H", "H", "H", "H", "H", "H", "H", "C", "O", "C", "C", "O", "C", "H", "H", "H", "H", "H", "H", "H", "H", "H", "H", "C", "O", "C", "C", "O", "C", "H", "H", "H", "H", "H", "H", "H", "H", "H", "H"], "coordinates": [[-5.73667, 5.42681, -4.49940], [-6.69756, 4.47265, -3.98286], [-5.93962, 3.44028, -3.34454], [-6.81757, 2.53070, -2.37905], [-6.01087, 1.16162, -2.23743], [-6.46353, 0.30021, -0.99636], [-5.31823, -0.55722, -0.33195], [-3.99648, 0.29565, -0.00171], [-3.56685, -0.10085, 1.45422], [-2.37143, 0.74659, 2.06953], [-2.30776, 2.23613, 1.62707], [-3.48332, 3.12238, 1.67062], [-5.09707, 2.54506, 2.25627], [-3.44397, 4.54080, 1.28114], [-2.17660, 5.09437, 0.83154], [-1.00267, 4.21481, 0.80173], [-0.99600, 2.80722, 1.17552], [0.13841, 1.90002, 1.20486], [0.80349, 1.76219, 2.86877], [0.55622, 0.15834, 3.39753], [-0.27407, 3.04267, 4.18194], [1.27186, 2.29486, 0.39335], [2.23128, 1.21627, 0.07092], [3.46107, 1.41283, -0.69064], [4.55751, -0.05287, -0.92966], [4.37384, -0.79698, -2.38901], [4.08788, -1.18220, 0.23048], [6.42732, 0.35976, -0.51278], [3.80096, 2.76156, -1.20394], [5.08429, 3.15998, -2.00424], [5.38325, 2.29591, -3.28462], [4.19923, 2.22916, -4.33832], [4.21500, 0.84598, -4.91476], [5.11658, 0.75841, -6.08025], [5.47472, -0.76522, -6.32187], [6.86638, -1.23201, -6.36252], [7.23274, -2.65344, -6.54349], [6.14295, -3.63130, -6.69129], [4.72756, -3.21860, -6.70188], [4.42732, -1.79425, -6.51791], [3.07381, -1.44282, -6.53857], [2.84744, 3.83371, -0.88988], [1.61046, 3.62312, -0.10538], [0.55192, 5.03461, 0.25822], [-5.63252, 6.26144, -3.74615], [-6.05440, 5.86136, -5.48118], [-4.73069, 4.94274, -4.67831], [-5.10268, 3.86237, -2.72028], [-5.48026, 2.72757, -4.09663], [-6.91240, 3.07737, -1.40306], [-7.85683, 2.37697, -2.77360], [-6.21683, 0.59972, -3.19113], [-4.92450, 1.43878, -2.23954], [-7.02950, 0.91070, -0.23369], [-7.22594, -0.44064, -1.38928], [-5.11289, -1.44658, -0.98137], [-5.74257, -0.96057, 0.63625], [-4.29528, 1.36480, -0.13202], [-3.22579, 0.00615, -0.77487], [-3.20213, -1.17198, 1.40217], [-4.40644, -0.08989, 2.19982], [-2.53610, 0.75996, 3.19122], [-1.43179, 0.16929, 1.91080], [-4.36038, 5.17152, 1.35283], [-2.13744, 6.17788, 0.56106], [0.55331, -0.38310, 2.57950], [2.02618, 0.17937, 0.44026], [5.19939, -1.32137, -2.49584], [4.80580, -1.20267, 0.89545], [4.92073, 4.22624, -2.34384], [5.94614, 3.13946, -1.28160], [5.71711, 1.25066, -3.08504], [6.25043, 2.80108, -3.80986], [4.46634, 2.92934, -5.18739], [3.18988, 2.48036, -3.92183], [3.28038, 0.57242, -5.22036], [6.09515, 1.28255, -5.93985], [4.64403, 1.12231, -7.03938], [7.73767, -0.53242, -6.25863], [8.30729, -2.96660, -6.55006], [6.33811, -4.72598, -6.80105], [3.89040, -3.94622, -6.84526], [2.95179, -0.58877, -6.99559], [3.04211, 4.87371, -1.23607], [-4.25302, -7.08825, 3.05965], [-2.84627, -6.99322, 2.89600], [-2.48036, -6.47968, 1.62023], [-2.09285, -5.01141, 1.70453], [-3.21239, -4.19774, 2.04086], [-3.21921, -3.81918, 3.40832], [-4.46102, -7.25425, 4.11770], [-4.76354, -6.17563, 2.74419], [-4.63693, -7.94041, 2.48938], [-3.28413, -6.63044, 0.89283], [-1.61014, -7.05156, 1.28364], [-1.74498, -4.68384, 0.71967], [-1.27529, -4.86282, 2.41728], [-2.46926, -3.03995, 3.58133], [-3.02373, -4.66885, 4.06787], [-4.20425, -3.41674, 3.64611], [2.24234, -0.71379, 5.56514], [3.31755, -1.24208, 6.32891], [3.42809, -0.62966, 7.60836], [2.84326, -1.51458, 8.69851], [1.43285, -1.64954, 8.55622], [1.06091, -2.88460, 7.96674], [2.06886, -1.37663, 4.71783], [1.32089, -0.64719, 6.14770], [2.51014, 0.27699, 5.18536], [2.95573, 0.35775, 7.61133], [4.49597, -0.49258, 7.80548], [3.02173, -1.03997, 9.66854], [3.32927, -2.49538, 8.70888], [1.16791, -3.69373, 8.69645], [1.65959, -3.10986, 7.07995], [0.01418, -2.81739, 7.66899]], "lowdin_charge": [-0.120, -0.200, -0.272, -0.164, -0.211, -0.214, -0.200, -0.208, -0.232, -0.164, -0.161, -0.510, 0.655, -0.089, -0.092, -0.416, -0.268, -0.222, 0.715, -0.367, 0.232, -0.302, -0.013, -0.222, 0.331, -0.221, -0.264, 0.296, -0.176, -0.178, -0.203, -0.195, -0.089, -0.182, -0.115, -0.044, -0.087, -0.086, -0.010, -0.236, -0.003, -0.032, -0.418, 0.968, 0.095, 0.087, 0.088, 0.123, 0.126, 0.109, 0.117, 0.116, 0.098, 0.106, 0.110, 0.108, 0.105, 0.072, 0.123, 0.112, 0.081, 0.125, 0.076, 0.103, 0.108, 0.051, 0.100, 0.081, 0.048, 0.116, 0.097, 0.052, 0.114, 0.111, 0.121, 0.093, 0.120, 0.122, 0.102, 0.093, 0.093, 0.111, 0.102, 0.107, -0.111, -0.192, -0.202, -0.201, -0.203, -0.112, 0.089, 0.083, 0.088, 0.126, 0.124, 0.124, 0.125, 0.083, 0.085, 0.090, -0.130, -0.188, -0.201, -0.201, -0.192, -0.114, 0.078, 0.087, 0.075, 0.127, 0.123, 0.123, 0.125, 0.087, 0.084, 0.088]}